[1]
DFT (ωB97M-V/def2-TZVPD) results for a molecular structure, C46H44Br2CaN3P2S3.

Output
ΔE to the lowest compared entry with this formula, charge and spin: 0.523 eV
Molecular weight: 996.9 g/mol
Net charge: +1
Gap between HOMO and LUMO (spin up / spin down): 3.94 / 3.86 eV

Atoms and positions in Å:
1 Ca 0.00469 -0.28412 0.42522
2 C -0.70107 3.21875 0.36963
3 P -1.73924 2.86692 -1.14039
4 C -0.71529 3.41822 -2.53409
5 C -1.34756 4.21902 -3.48001
6 C -0.64294 4.75289 -4.54336
7 C 0.71189 4.50071 -4.66523
8 C 1.35735 3.71173 -3.72492
9 C 0.65227 3.17495 -2.66746
10 C -1.77411 1.00425 -1.39163
11 C -0.87467 0.33852 -2.24573
12 C -0.96636 -0.90570 -2.91695
13 C -1.93984 -1.84924 -2.81933
14 C -2.94391 -1.14565 -0.60310
15 C -2.83900 0.34326 -0.82424
16 C 0.76148 2.92082 0.40682
17 C 1.86674 3.74752 0.27009
18 C 2.99656 2.88443 0.24220
19 C 2.50173 1.60034 0.37441
20 C 3.17588 0.25621 0.29466
21 P 2.46247 -0.67733 -1.15468
22 C 3.47070 -0.05331 -2.52819
23 C 2.86643 0.54053 -3.62871
24 C 3.63122 1.02846 -4.67891
25 C 5.00889 0.92310 -4.62993
26 C 5.62454 0.32003 -3.54101
27 C 4.86214 -0.16877 -2.49995
28 C 2.95097 -2.42512 -1.00595
29 C 3.23505 -3.01083 0.22334
30 C 3.44200 -4.37636 0.32393
31 C 3.36445 -5.17400 -0.80401
32 C 3.08818 -4.59693 -2.03404
33 C 2.88042 -3.23744 -2.13315
34 N 1.13241 1.62226 0.49434
35 H -1.23086 2.74960 1.20334
36 H -0.86036 4.29643 0.50176
37 H -2.40472 4.43015 -3.38257
38 H -1.14989 5.36914 -5.26546
39 H 1.26725 4.92810 -5.48232
40 H 2.41680 3.52983 -3.80300
41 H 1.18380 2.59729 -1.92602
42 H -0.02660 0.94349 -2.56381
43 H -0.15610 -1.09897 -3.60607
44 H -1.84331 -2.70185 -3.48098
45 H -3.84310 -1.36773 -0.00718
46 H -3.67908 0.94260 -0.49954
47 H 1.87116 4.81262 0.17301
48 H 4.02036 3.17476 0.13741
49 H 3.03197 -0.31748 1.21576
50 H 4.26009 0.36799 0.15446
51 H 1.79051 0.63178 -3.67985
52 H 3.14738 1.48688 -5.52642
53 H 5.60810 1.30659 -5.43986
54 H 6.69841 0.22904 -3.51098
55 H 5.34892 -0.65613 -1.66548
56 H 3.31610 -2.40656 1.11766
57 H 3.67416 -4.81268 1.28138
58 H 3.52733 -6.23519 -0.73012
59 H 3.03899 -5.21055 -2.91718
60 H 2.67578 -2.80233 -3.10268
61 Br -4.54265 -5.58568 -0.69269
62 C -3.54499 -3.97041 -0.80134
63 C -3.85531 -3.13000 -1.80989
64 C -3.15079 -1.82451 -1.97690
65 N -1.76619 -1.57289 0.08156
66 C -1.69354 -2.83901 0.52309
67 C -2.52269 -3.88891 0.21536
68 C -0.53792 -3.11585 1.49018
69 C -0.19288 -4.40985 1.87545
70 C 0.77515 -4.58658 2.84866
71 Br 1.26568 -6.32250 3.36590
72 C 1.38455 -3.48652 3.42891
73 C 1.02302 -2.24220 2.94711
74 N 0.11426 -2.05744 2.00133
75 H -4.68866 -3.35112 -2.45481
76 H -3.81738 -1.17306 -2.57919
77 H -2.40045 -4.80154 0.77250
78 H -0.65379 -5.26634 1.41728
79 H 2.12046 -3.59041 4.20565
80 H 1.48322 -1.34057 3.33520
81 C -1.99046 2.74614 5.36096
82 C -0.75027 1.89475 5.18048
83 S -0.78944 0.52779 3.99766
84 C -2.22850 -0.42507 4.50862
85 C -3.61888 0.08043 4.15989
86 S -3.71192 0.88224 2.55149
87 C -4.74141 2.33501 2.83810
88 C -4.26418 3.36056 3.85069
89 S -2.49662 3.68815 3.89825
90 H -1.79592 3.44194 6.18155
91 H -2.82443 2.12325 5.67704
92 H -0.46746 1.50185 6.16152
93 H 0.08712 2.50763 4.83797
94 H -2.17919 -0.58185 5.58977
95 H -2.08326 -1.40865 4.05447
96 H -3.98038 0.77742 4.91113
97 H -4.29394 -0.78061 4.17304
98 H -5.75401 2.03241 3.11319
99 H -4.80660 2.79679 1.84976
100 H -4.58496 3.07787 4.85455
101 H -4.77200 4.30242 3.63155

Atom charges from the Mulliken analysis, given in e for atoms 1 to 5: Ca 1.428; C 0.212; P -0.395; C 0.143; C -0.992


[2]
DFT (ωB97M-V/def2-TZVPD) results for a molecular structure, C46H44Br2FN13P2STa in a non-equilibrium geometry.

Output
ΔE to the lowest compared entry with this formula, charge and spin: 2.340 eV
Molecular weight: 1232.7 g/mol
Net charge: +1
Gap between HOMO and LUMO: 6.40 eV

Atoms and positions in Å:
1 Ta 1.43770 0.60716 1.61864
2 C -3.92067 1.10586 -5.35449
3 S -4.66758 -0.14539 -4.28575
4 C -3.35687 -1.41372 -4.29612
5 C -2.54955 -1.50219 -2.99805
6 C -1.93156 -0.15696 -2.64119
7 N -0.97795 -0.15304 -1.49802
8 P 0.67545 -0.61167 -1.66254
9 C 0.94037 -0.48532 -3.45172
10 C 1.30861 0.77281 -3.93554
11 C 1.51398 0.97022 -5.29296
12 C 1.36529 -0.09294 -6.17577
13 C 1.02600 -1.35210 -5.69753
14 C 0.81738 -1.55125 -4.33936
15 C 0.67145 -2.42417 -1.36109
16 C 1.88277 -3.11891 -1.43615
17 C 1.99567 -4.40976 -0.93979
18 C 0.89338 -5.03872 -0.36928
19 C -0.32503 -4.37848 -0.33199
20 C -0.43093 -3.07807 -0.81633
21 P -1.40793 0.23805 0.08695
22 C -3.11258 -0.39638 0.21515
23 C -4.22836 0.25447 -0.30992
24 C -5.45829 -0.38720 -0.33807
25 C -5.58916 -1.67874 0.16190
26 C -4.49385 -2.31536 0.72809
27 C -3.26502 -1.67159 0.76237
28 C -1.72846 2.05578 0.12969
29 C -2.09330 2.80969 -1.14152
30 C -2.30035 4.10094 -0.94374
31 C -2.12139 4.52766 0.49712
32 C -2.98328 3.66238 1.39298
33 C -2.73288 2.37352 1.23871
34 H -4.62025 1.94043 -5.38990
35 H -3.78145 0.71331 -6.36131
36 H -2.96617 1.45319 -4.95448
37 H -2.69996 -1.19031 -5.14101
38 H -3.85885 -2.35997 -4.48878
39 H -1.76075 -2.24547 -3.13667
40 H -3.20186 -1.83755 -2.18675
41 H -2.74311 0.52938 -2.43354
42 H -1.39601 0.21859 -3.51333
43 H 1.43311 1.59826 -3.23854
44 H 1.78624 1.95047 -5.66340
45 H 1.52420 0.06019 -7.23530
46 H 0.91680 -2.18203 -6.38457
47 H 0.55780 -2.53771 -3.97653
48 H 2.74733 -2.65542 -1.89779
49 H 2.94593 -4.92855 -0.99495
50 H 0.98770 -6.03552 0.04454
51 H -1.19928 -4.87103 0.08121
52 H -1.38246 -2.56786 -0.77001
53 H -4.15926 1.26209 -0.70170
54 H -6.31260 0.11818 -0.77212
55 H -6.54866 -2.18177 0.12249
56 H -4.59298 -3.31632 1.12918
57 H -2.41332 -2.16702 1.21910
58 H -2.09424 2.33467 -2.11314
59 H -2.56229 4.81178 -1.71928
60 H -2.22006 5.58976 0.68157
61 H -3.62571 4.09226 2.15295
62 H -3.15215 1.59343 1.86270
63 Br -0.96247 -1.70018 7.79242
64 C -0.46504 -1.21985 6.05599
65 C -1.23685 -0.33052 5.33136
66 C -0.79680 0.02136 4.07205
67 N 0.32774 -0.46384 3.53415
68 C 1.04752 -1.35304 4.22364
69 C 0.68615 -1.74845 5.49846
70 C 2.28545 -1.86672 3.58672
71 C 2.75450 -3.13931 3.85084
72 C 3.95257 -3.52858 3.27797
73 Br 4.57202 -5.28115 3.51543
74 C 4.68030 -2.62658 2.52794
75 C 4.11703 -1.38759 2.28747
76 N 2.92495 -1.03575 2.76426
77 H -2.14863 0.08865 5.73735
78 H -1.36201 0.72125 3.46478
79 H 1.30660 -2.43135 6.06181
80 H 2.18262 -3.83063 4.45445
81 H 5.64623 -2.88589 2.11650
82 H 4.63608 -0.64278 1.69896
83 N 0.39068 3.03427 3.96028
84 C 1.54476 2.35176 4.26078
85 N 2.15052 2.43892 5.40372
86 N 3.24826 1.63365 5.27084
87 N 3.29146 1.08524 4.12654
88 N 2.17587 1.51930 3.40488
89 C 0.04313 3.23819 2.64932
90 N -0.48938 4.30402 2.23581
91 N -0.69704 4.16255 0.86297
92 N -0.39964 2.77277 0.49266
93 N 0.25956 2.24543 1.67024
94 H 0.19109 3.81510 4.56886
95 F 1.21276 -1.18499 1.08620
96 C 3.77162 -0.63119 -0.74736
97 C 3.58282 0.85042 -0.62587
98 C 4.13848 1.78599 -1.42139
99 C 3.85577 3.07930 -0.85395
100 C 3.12667 2.90609 0.27129
101 C 2.73237 3.98984 1.22540
102 N 2.89779 1.50532 0.43729
103 H 4.79816 -0.90981 -0.49093
104 H 3.61757 -0.93355 -1.78410
105 H 3.09622 -1.21515 -0.12360
106 H 4.70374 1.58649 -2.32366
107 H 4.18640 4.03845 -1.23248
108 H 3.46976 4.78774 1.15164
109 H 2.72715 3.65036 2.25838
110 H 1.76473 4.42832 0.97834

Atom charges from the Mulliken analysis, given in e for atoms 1 to 5: Ta 0.894; C -0.835; S -0.097; C -1.233; C -0.118


[3]
DFT (ωB97M-V/def2-TZVPD) results for a molecular structure, C46H44IrN2O3P2Te in a non-equilibrium geometry.

Output
Multiplicity: 2
Molecular weight: 1054.6 g/mol
Net charge: +2
Gap between HOMO and LUMO (spin up / spin down): 3.75 / 3.80 eV

Atoms and positions in Å:
1 Ir -0.29410 0.33610 0.42280
2 N -1.58770 1.60920 2.13930
3 C -0.76610 2.41840 2.93620
4 C -0.97470 3.79110 3.01030
5 C -0.18570 4.56850 3.83730
6 C 0.83150 3.97580 4.57590
7 C 1.06520 2.61730 4.48070
8 C 0.27820 1.80830 3.66010
9 C 0.48170 0.35630 3.57100
10 C 0.84920 -0.31410 4.74250
11 C 1.02870 -1.68130 4.76820
12 C 0.84800 -2.41940 3.60670
13 C 0.46980 -1.76530 2.44630
14 C 0.29500 -0.38110 2.36990
15 H -1.92860 0.78610 2.62730
16 H -2.35010 2.10660 1.69000
17 H -1.77310 4.23840 2.43510
18 H -0.37060 5.62680 3.92570
19 H 1.45330 4.57530 5.21840
20 H 1.87270 2.18360 5.04820
21 H 0.95280 0.25110 5.65690
22 H 1.27920 -2.17200 5.69770
23 H 0.97890 -3.49310 3.61440
24 H 0.29240 -2.37940 1.55930
25 O -2.26620 1.28370 -0.49780
26 P -2.28780 2.08610 -1.75430
27 C -2.35440 0.96780 -3.20570
28 P -0.74150 0.05010 -3.19300
29 O -0.04120 0.16870 -1.88230
30 C 0.29830 0.75160 -4.50010
31 C 1.42600 1.46370 -4.11300
32 C 2.26710 2.00310 -5.06860
33 C 1.98800 1.81740 -6.41330
34 C 0.86020 1.11010 -6.80120
35 C 0.01240 0.57520 -5.84810
36 C -1.20050 -1.65290 -3.59150
37 C -2.09930 -1.94850 -4.61140
38 C -2.44620 -3.26420 -4.85920
39 C -1.90990 -4.28240 -4.08340
40 C -1.02270 -3.98560 -3.06110
41 C -0.66290 -2.67270 -2.81890
42 C -0.78740 3.06960 -2.00060
43 C 0.15000 3.15960 -0.98210
44 C 1.28740 3.92940 -1.15490
45 C 1.48960 4.60530 -2.34910
46 C 0.55460 4.51250 -3.36860
47 C -0.58940 3.75700 -3.19330
48 C -3.70500 3.21700 -1.84660
49 C -4.99390 2.69530 -1.90300
50 C -6.08470 3.54840 -1.94620
51 C -5.88670 4.92200 -1.94210
52 C -4.60310 5.44080 -1.88710
53 C -3.50950 4.59320 -1.83970
54 H -2.50830 1.50570 -4.13980
55 H -3.18220 0.26970 -3.04770
56 H 1.62150 1.57950 -3.05750
57 H 3.14240 2.56320 -4.77380
58 H 2.65340 2.21780 -7.16170
59 H 0.64750 0.96840 -7.84950
60 H -0.85320 0.00840 -6.15490
61 H -2.53660 -1.15260 -5.19810
62 H -3.13790 -3.49680 -5.65520
63 H -2.19510 -5.30590 -4.27340
64 H -0.61410 -4.78110 -2.45210
65 H 0.01760 -2.41350 -2.01760
66 H -0.01460 2.60440 -0.04670
67 H 2.00610 4.02050 -0.35470
68 H 2.37250 5.21090 -2.48640
69 H 0.70920 5.03280 -4.30050
70 H -1.32750 3.70160 -3.98050
71 H -5.12940 1.62150 -1.90270
72 H -7.08760 3.14700 -1.98520
73 H -6.73600 5.58500 -1.97730
74 H -4.44630 6.50870 -1.88090
75 H -2.50820 5.00220 -1.79510
76 C 3.22350 1.05160 -0.07260
77 N 3.23270 0.12710 -1.18260
78 C 4.19710 0.38790 -2.22110
79 C 2.45030 -0.93160 -1.18810
80 O 1.66480 -1.24520 -0.28040
81 H 3.40300 2.06000 -0.43950
82 H 4.00320 0.79190 0.64700
83 H 2.24640 1.00280 0.43430
84 H 4.03200 1.37570 -2.64810
85 H 4.10890 -0.35260 -3.01010
86 H 5.20350 0.34360 -1.80580
87 H 2.55140 -1.56160 -2.08220
88 Te 1.41660 -4.02770 -0.09370
89 C 2.86460 -4.50190 1.36240
90 C 3.65270 -3.52450 1.96640
91 C 4.61410 -3.89680 2.88470
92 C 4.79600 -5.23650 3.20560
93 C 3.99140 -6.20640 2.62200
94 C 3.02690 -5.84570 1.70150
95 H 3.49640 -2.48480 1.72240
96 H 5.22840 -3.14290 3.35070
97 H 5.56680 -5.52100 3.90570
98 H 4.11920 -7.24610 2.88130
99 H 2.40100 -6.60040 1.24730

Atom charges from the Mulliken analysis, given in e for atoms 1 to 5: Ir 1.232; N -0.487; C 0.750; C -0.624; C -0.864


[4]
DFT (ωB97M-V/def2-TZVPD) results for a molecular structure, C46H45N4NaOPS2SbSe.

Output
ΔE to the lowest compared entry with this formula, charge and spin: 0.000 eV
Molecular weight: 988.7 g/mol
Gap between HOMO and LUMO: 6.82 eV

Atoms and positions in Å:
1 Na 0.30087 -0.80062 -0.00720
2 O 0.21856 0.48496 1.72474
3 C 1.33133 1.32439 2.02401
4 C 2.44095 0.55667 2.72390
5 C 2.91530 -0.67170 1.93756
6 C 3.46915 -0.36731 0.56842
7 C 4.71695 0.23632 0.43082
8 C 5.22221 0.47350 -0.83395
9 C 4.47184 0.09033 -1.93520
10 C 3.23897 -0.49500 -1.71192
11 N 2.73598 -0.71309 -0.49677
12 H -0.34004 0.35704 2.49979
13 H 1.00381 2.18362 2.61592
14 H 1.68434 1.70025 1.05959
15 H 2.08857 0.22342 3.70392
16 H 3.27609 1.24218 2.89944
17 H 2.09443 -1.38214 1.83134
18 H 3.68718 -1.18222 2.51835
19 H 5.28472 0.50038 1.31420
20 H 6.19156 0.93807 -0.96163
21 H 4.82839 0.23763 -2.94516
22 H 2.61951 -0.81281 -2.54301
23 S 0.10662 -3.52869 -0.39366
24 P -1.25547 -3.45652 1.07882
25 S -2.38379 -1.80538 1.21721
26 C -2.29019 -4.94511 0.92829
27 C -1.73974 -6.19936 1.18001
28 C -2.49512 -7.34320 0.98372
29 C -3.80466 -7.24432 0.52820
30 C -4.35679 -5.99737 0.27881
31 C -3.60182 -4.84938 0.48208
32 C -0.41911 -3.71023 2.68710
33 C -1.17920 -3.72759 3.85567
34 C -0.56784 -3.89287 5.08631
35 C 0.81372 -4.03529 5.16454
36 C 1.57489 -4.02129 4.00726
37 C 0.95879 -3.86416 2.76987
38 H -0.71558 -6.28139 1.52474
39 H -2.06102 -8.31447 1.18387
40 H -4.39243 -8.13991 0.37180
41 H -5.37840 -5.91425 -0.06975
42 H -4.03429 -3.87049 0.31000
43 H -2.25416 -3.59968 3.79823
44 H -1.16727 -3.90936 5.98768
45 H 1.29005 -4.16151 6.12873
46 H 2.64988 -4.14253 4.06042
47 H 1.53701 -3.87487 1.85375
48 Se -2.26440 -1.75467 -2.19695
49 N -1.84538 -1.60554 -3.90257
50 C -0.93045 -0.65022 -3.99336
51 C -0.30503 -0.21348 -5.19721
52 C 0.60855 0.78313 -5.09829
53 C 0.91484 1.34233 -3.81271
54 N 0.37594 0.98239 -2.68784
55 C -0.56286 -0.01435 -2.76325
56 N -1.18452 -0.44928 -1.67712
57 H -0.57087 -0.67213 -6.14023
58 H 1.11972 1.16953 -5.96942
59 H 1.66320 2.12924 -3.76234
60 C -0.94057 5.13890 -2.13286
61 C -2.26239 5.42733 -1.46522
62 C -2.92240 6.62050 -1.75671
63 C -4.13469 6.93602 -1.16340
64 C -4.71163 6.05156 -0.26441
65 C -4.06536 4.86011 0.02818
66 C -2.84536 4.53613 -0.55804
67 Sb -1.90632 2.65182 -0.09794
68 C -3.62104 1.62056 -0.92989
69 C -3.46337 1.67448 -2.32162
70 C -4.34833 1.06784 -3.19311
71 C -5.42648 0.36480 -2.67198
72 C -5.60884 0.32326 -1.30282
73 C -4.73244 0.95508 -0.41384
74 C -5.06222 0.89255 1.05147
75 C -2.06102 2.79299 2.04406
76 C -2.36275 1.64989 2.78802
77 C -2.25859 1.62543 4.17051
78 C -1.83874 2.76752 4.83937
79 C -1.50948 3.89904 4.11332
80 C -1.59693 3.92910 2.71962
81 C -1.15948 5.17994 2.00167
82 H -0.62819 5.98052 -2.75089
83 H -0.99275 4.25422 -2.77256
84 H -0.15182 4.94438 -1.40233
85 H -2.47378 7.31290 -2.46018
86 H -4.62691 7.87001 -1.40346
87 H -5.65977 6.28549 0.20319
88 H -4.52409 4.17038 0.72963
89 H -2.61325 2.20529 -2.74646
90 H -4.19091 1.13217 -4.26250
91 H -6.12583 -0.13762 -3.32834
92 H -6.46579 -0.20042 -0.89376
93 H -6.14234 0.83841 1.19194
94 H -4.69747 1.76824 1.58501
95 H -4.62902 0.00332 1.51697
96 H -2.66357 0.74012 2.28179
97 H -2.50306 0.72152 4.71490
98 H -1.75790 2.77375 5.91905
99 H -1.16016 4.78509 4.63166
100 H -0.55522 5.80274 2.66114
101 H -2.00925 5.77061 1.65600
102 H -0.55567 4.95130 1.11885

Atom charges from the Mulliken analysis, given in e for atoms 1 to 5: Na 0.803; O 0.531; C -0.453; C -0.946; C 0.302


> The highest molecular weight belongs to which entry?

C46H44Br2FN13P2STa


> Number 2 is which compound?

C46H44Br2FN13P2STa